Formula: C56H52INO7P4S2SbTi
Source: the OMol25 dataset
Level of theory: the ωB97M-V functional and the def2-TZVPD basis

CARTESIAN COORDINATES (ANGSTROEM)
Ti  -0.0225  0.5237  -0.2892
C  -5.7232  -4.2124  0.9362
S  -5.3396  -4.7990  -0.7257
C  -3.8114  -5.7366  -0.4418
C  -2.5113  -4.9972  -0.7467
C  -2.2812  -3.8394  0.2139
N  -1.1555  -2.9612  -0.1137
P  -0.9441  -1.9785  -1.5149
C  -2.4870  -2.1073  -2.4966
C  -3.6642  -1.6380  -1.9129
C  -4.8299  -1.5176  -2.6498
C  -4.8391  -1.8669  -3.9930
C  -3.6827  -2.3569  -4.5802
C  -2.5124  -2.4756  -3.8390
C  0.1953  -2.9934  -2.5416
C  0.5556  -4.3002  -2.2420
C  1.4246  -5.0012  -3.0695
C  1.9432  -4.4010  -4.2069
C  1.6071  -3.0862  -4.5053
C  0.7534  -2.3875  -3.6677
P  0.0553  -2.3933  0.9863
C  1.1826  -3.8587  0.9641
C  2.3615  -3.7441  0.2329
C  3.2265  -4.8257  0.1087
C  2.9156  -6.0346  0.7111
C  1.7401  -6.1600  1.4464
C  0.8864  -5.0750  1.5792
C  -0.3652  -2.4642  2.7643
C  0.6813  -1.9812  3.5547
C  0.5370  -1.8755  4.9266
C  -0.6586  -2.2386  5.5364
C  -1.6996  -2.7263  4.7656
C  -1.5553  -2.8332  3.3851
H  -6.7265  -3.7900  0.8930
H  -5.0378  -3.4349  1.2739
H  -5.7261  -5.0411  1.6447
H  -3.8909  -6.6146  -1.0826
H  -3.8291  -6.0789  0.5967
H  -2.5243  -4.6338  -1.7764
H  -1.6897  -5.7150  -0.6602
H  -2.0688  -4.2628  1.1959
H  -3.1973  -3.2487  0.2978
H  -3.6698  -1.3536  -0.8688
H  -5.7263  -1.1403  -2.1725
H  -5.7424  -1.7543  -4.5798
H  -3.6809  -2.6425  -5.6249
H  -1.6238  -2.8604  -4.3203
H  0.1541  -4.7788  -1.3604
H  1.6988  -6.0180  -2.8151
H  2.6116  -4.9527  -4.8570
H  2.0169  -2.6024  -5.3829
H  0.5168  -1.3528  -3.8959
H  2.5990  -2.7992  -0.2444
H  4.1367  -4.7218  -0.4691
H  3.5909  -6.8772  0.6216
H  1.4949  -7.1021  1.9220
H  -0.0133  -5.1745  2.1778
H  1.6082  -1.6686  3.0855
H  1.3513  -1.4799  5.5205
H  -0.7779  -2.1306  6.6071
H  -2.6350  -3.0135  5.2301
H  -2.3913  -3.1974  2.8040
I  -3.1075  -0.3239  1.6971
C  -3.7924  1.1626  0.3917
C  -4.9853  1.7203  0.7433
C  -5.6792  2.5732  -0.1521
C  -5.1900  2.7710  -1.3996
C  -3.9532  2.1931  -1.7973
C  -3.5274  2.3232  -3.1396
C  -2.3674  1.7441  -3.5532
C  -1.5295  1.0969  -2.6175
C  -1.8851  0.9530  -1.2914
C  -3.1649  1.4406  -0.8849
H  -5.4283  1.4788  1.7000
H  -6.6197  3.0159  0.1512
H  -5.7446  3.3557  -2.1254
H  -4.1534  2.8719  -3.8341
H  -2.0703  1.8036  -4.5950
H  -0.5772  0.7041  -2.9804
O  3.1841  -0.7821  -2.5866
P  2.8989  0.2887  -1.4228
O  4.1390  0.7495  -0.8047
O  1.7599  -0.3315  -0.5918
O  2.0958  1.4468  -2.2872
P  1.6394  2.8299  -1.5053
O  1.1142  3.7380  -2.7054
O  2.7547  3.4488  -0.7972
O  0.3575  2.4025  -0.7233
H  4.0894  -0.6468  -2.8966
H  0.2321  3.4601  -2.9903
S  0.0400  0.9587  1.8589
Sb  1.4237  3.4722  2.0478
C  0.1383  3.9779  3.7153
C  0.5744  4.1381  5.0297
C  -0.3316  4.2867  6.0756
C  -1.6956  4.2810  5.8201
C  -2.1469  4.1417  4.5139
C  -1.2372  3.9864  3.4767
C  1.4919  5.5768  1.4181
C  0.3284  5.9622  0.7529
C  0.2119  7.2109  0.1557
C  1.2750  8.1012  0.1952
C  2.4520  7.7254  0.8268
C  2.5579  6.4754  1.4266
C  3.1980  3.1308  3.2120
C  4.3995  3.8269  3.0946
C  5.4881  3.5130  3.9009
C  5.4003  2.4790  4.8210
C  4.2285  1.7401  4.9106
C  3.1393  2.0636  4.1124
H  1.6368  4.1489  5.2478
H  0.0301  4.3951  7.0920
H  -2.4039  4.3772  6.6349
H  -3.2106  4.1319  4.3040
H  -1.6100  3.8487  2.4664
H  -0.5053  5.2682  0.6818
H  -0.7079  7.4845  -0.3490
H  1.1887  9.0782  -0.2657
H  3.2951  8.4070  0.8491
H  3.4922  6.2150  1.9053
H  4.5067  4.6041  2.3513
H  6.4084  4.0778  3.8069
H  6.2448  2.2422  5.4575
H  4.1627  0.9105  5.6057
H  2.2267  1.4798  4.1904

Calculated values
largest force on an atom = 0.053 hartree/bohr
orbital gap = 5.7196 eV
energy above the lowest of the compared OMol25 structures with the same formula, charge and spin = 54.1 kcal per mole
charge = -1
M = 1335.6 g/mol
DFT total energy = -6296.2265 a.u.
E_HOMO = -3.77 eV
LUMO = 0.07150 hartree

Löwdin atomic charge list, values in e, 8 entries: Ti 0.4500; C -0.4128; S 0.8056; C -0.4889; C -0.2474; C -0.2811; N -0.4514; P 1.0133



Formula: C24H24F5NO16S5
Source: the OMol25 dataset
Level of theory: the ωB97M-V functional and the def2-TZVPD basis

CARTESIAN COORDINATES (ANGSTROEM)
C  -7.2807  -5.6018  0.3879
C  -6.7103  -4.4638  -0.2585
C  -5.6257  -3.2279  -0.5549
C  -4.4522  -3.3389  -1.7212
C  -3.4377  -2.0563  -1.8709
C  -3.4716  -0.6745  -0.9907
C  -4.6724  -0.5800  0.1694
C  -4.9116  0.7144  1.1495
F  -3.7364  0.9485  2.0696
F  -6.0865  0.5310  2.0706
C  -5.2737  2.0916  0.2742
F  -6.4485  2.7769  0.9313
F  -5.7373  1.6578  -1.0681
F  -4.0509  2.9374  0.2468
C  -5.7210  -1.8531  0.3379
N  -2.5653  0.5250  -1.1470
C  -1.1618  0.1593  -1.5727
C  0.0805  1.1382  -1.0293
C  1.6549  0.8833  -1.4567
C  2.0159  -0.3875  -2.4521
C  0.8452  -1.4134  -3.0188
C  -0.7202  -1.0765  -2.5541
S  -2.0868  -2.1908  -3.2051
H  -7.7094  -6.5721  0.9353
H  -4.3590  -4.3024  -2.4200
H  -6.6026  -1.7993  1.1412
H  -2.4574  0.9213  -0.1649
H  -0.1541  2.0634  -0.3524
H  2.4670  1.6561  -1.0484
H  3.1186  -0.5908  -2.7920
H  1.0652  -2.3305  -3.7436
O  6.5664  2.4674  -1.6586
S  5.2166  2.9854  -1.6327
O  4.1141  2.3438  -2.3103
O  5.2639  4.5509  -2.0855
C  4.7257  5.3637  -1.0440
C  4.9974  4.6013  0.2501
O  4.7944  3.2283  -0.0760
H  3.6504  5.4732  -1.2185
H  5.1965  6.3504  -1.0484
H  4.3326  4.9074  1.0613
H  6.0385  4.7226  0.5677
O  -0.0894  -5.9679  -3.9021
S  -1.2240  -5.6728  -4.7487
O  -2.5072  -5.2602  -4.2296
O  -1.4521  -6.9372  -5.7523
C  -1.3625  -6.4930  -7.1050
C  -0.4277  -5.2867  -7.0770
O  -0.7511  -4.5917  -5.8748
H  -2.3657  -6.2065  -7.4366
H  -0.9835  -7.2942  -7.7451
H  -0.5599  -4.6371  -7.9455
H  0.6195  -5.6010  -7.0140
O  -1.6086  -1.2183  6.2261
S  -3.0024  -1.5586  6.4071
O  -3.4553  -2.5374  7.3680
O  -3.6275  -1.9346  4.9491
C  -4.7203  -1.0638  4.6614
C  -4.4171  0.2319  5.4089
O  -3.8368  -0.1775  6.6451
H  -5.6362  -1.5309  5.0377
H  -4.8093  -0.9072  3.5830
H  -5.3136  0.8316  5.5835
H  -3.6765  0.8332  4.8709
O  9.2642  6.5012  2.3348
S  8.3568  5.3884  2.5067
O  7.2769  5.1046  1.5904
O  7.7508  5.4555  4.0187
C  8.0669  4.2492  4.7117
C  9.3658  3.7478  4.0861
O  9.2440  4.0326  2.6944
H  7.2505  3.5384  4.5479
H  8.1717  4.4411  5.7828
H  9.5209  2.6786  4.2488
H  10.2281  4.3030  4.4702

Calculated values
largest force on an atom = 0.188 hartree/bohr
orbital gap = 6.6771 eV
M = 837.8 g/mol
DFT total energy = -4676.8566 a.u.
E_HOMO = -7.59 eV
LUMO = -0.03370 hartree

Löwdin atomic charge list, values in e, 8 entries: C 0.0499; C -0.0793; C -0.1587; C 0.0117; C -0.3440; C -0.0773; C -0.0048; C -0.1597



Formula: C2H5N3O
Source: the OMol25 dataset
Level of theory: the ωB97M-V functional and the def2-TZVPD basis

CARTESIAN COORDINATES (ANGSTROEM)
H  -2.0889  -1.4958  -0.9860
N  -1.9123  -0.6849  -0.3962
C  -0.6451  -0.4306  -0.2961
N  0.4729  -0.9837  -0.8591
N  -0.3332  0.8243  0.3640
C  0.9114  1.2522  0.7392
O  1.9706  0.6763  0.4917
H  1.3618  -0.6846  -0.3262
H  0.4067  -2.0349  -0.8164
H  -1.0712  1.3839  0.7292
H  0.9273  2.1779  1.3558

Calculated values
largest force on an atom = 0.058 hartree/bohr
orbital gap = 10.2909 eV
energy above the lowest of the compared OMol25 structures with the same formula, charge and spin = 12.9 kcal per mole
M = 87.1 g/mol
DFT total energy = -318.7299 a.u.
E_HOMO = -9.50 eV
LUMO = 0.02916 hartree

Löwdin atomic charge list, values in e, 8 entries: H 0.0378; N 0.0983; C -0.5192; N 0.1097; N 0.1026; C -0.2890; O -0.0126; H 0.0856



Formula: C5H11NO
Source: the OMol25 dataset
Level of theory: the ωB97M-V functional and the def2-TZVPD basis

CARTESIAN COORDINATES (ANGSTROEM)
N  -2.3138  1.2477  0.2117
C  -1.1407  1.6177  0.9037
C  -0.1251  0.7623  1.2808
C  1.1434  0.5529  0.4343
C  0.9488  0.0544  -0.9707
C  1.0238  -1.4921  -1.1350
O  0.3720  -2.4163  -0.2756
H  -2.0540  0.4224  -0.3028
H  -2.6031  1.9725  -0.4336
H  -0.8970  2.6903  0.8722
H  -0.1718  0.0326  2.0947
H  1.7731  1.4356  0.5910
H  1.6797  -0.2007  1.0215
H  1.8007  0.3892  -1.5803
H  0.1237  0.5267  -1.5266
H  0.6103  -1.5440  -2.1738
H  2.0969  -1.7374  -1.0429
H  -0.3389  -1.8592  0.0747

Calculated values
largest force on an atom = 0.065 hartree/bohr
orbital gap = 7.3011 eV
energy above the lowest of the compared OMol25 structures with the same formula, charge and spin = 108.6 kcal per mole
M = 101.1 g/mol
DFT total energy = -326.9583 a.u.
E_HOMO = -7.11 eV
LUMO = 0.00688 hartree

Löwdin atomic charge list, values in e, 8 entries: N 0.0553; C -0.1890; C -0.1564; C -0.2353; C -0.2083; C -0.2730; O -0.0650; H 0.0669



Formula: C3H9O2S
Source: the OMol25 dataset
Level of theory: the ωB97M-V functional and the def2-TZVPD basis

CARTESIAN COORDINATES (ANGSTROEM)
C  -3.3305  -2.1623  1.5188
C  1.2593  0.1616  -2.0158
C  0.9489  1.5971  0.7024
O  -0.3774  -0.4671  -0.2688
O  -2.3358  -1.5252  1.1990
S  0.1182  0.9906  -0.7903
H  -3.5137  -2.2671  2.5569
H  -3.9645  -2.8390  0.9504
H  -0.9539  -0.5385  0.5421
H  2.0423  -0.2870  -1.4717
H  1.5462  0.9052  -2.8580
H  0.5015  -0.4396  -2.4364
H  1.4561  0.6834  1.1567
H  0.2294  1.9226  1.3205
H  1.5287  2.3697  0.3998

Calculated values
largest force on an atom = 0.107 hartree/bohr
orbital gap = 10.1471 eV
energy above the lowest of the compared OMol25 structures with the same formula, charge and spin = 27.7 kcal per mole
charge = +1
M = 109.2 g/mol
DFT total energy = -668.0236 a.u.
E_HOMO = -13.98 eV
LUMO = -0.14096 hartree

Löwdin atomic charge list, values in e, 8 entries: C -0.0299; C -0.1389; C -0.1748; O -0.3524; O -0.0284; S 1.1086; H 0.0757; H 0.0984



Formula: C4H17NO3PSn
Source: the OMol25 dataset
Level of theory: the ωB97M-V functional and the def2-TZVPD basis

CARTESIAN COORDINATES (ANGSTROEM)
C  -0.6383  2.0017  -4.0176
Sn  0.0035  0.8534  -1.2637
N  1.2644  -1.0811  -2.2181
H  -0.6407  2.1892  -0.3766
H  0.1618  2.4098  -3.3718
H  -1.3482  2.8080  -4.2102
H  -1.1863  1.1683  -3.5538
H  -0.1888  1.6539  -4.9497
H  0.9857  -1.9782  -1.8173
H  2.2755  -0.9711  -2.1187
H  1.0468  -1.0780  -3.2123
C  -1.8345  0.5265  3.4250
O  -1.0624  -0.3155  2.5326
P  -0.3534  -0.1056  1.1200
O  1.2479  -0.3110  1.3753
C  2.0332  0.7496  2.0024
O  -0.6634  -1.4563  0.2060
C  -0.4653  -2.7980  0.6670
H  -2.8651  0.6213  3.0678
H  -1.4006  1.5284  3.5400
H  -1.8378  0.0285  4.3887
H  1.9594  1.7053  1.4576
H  1.7293  0.9031  3.0477
H  3.0760  0.4166  1.9794
H  0.5071  -3.1758  0.3286
H  -0.5514  -2.8803  1.7570
H  -1.2546  -3.4127  0.2148

Calculated values
largest force on an atom = 0.036 hartree/bohr
orbital gap (alpha / beta) = 6.2925 / 6.2934 eV
energy above the lowest of the compared OMol25 structures with the same formula, charge and spin = 2.9 kcal per mole
charge = +1
M = 276.9 g/mol
DFT total energy = -998.4101 a.u.
E_HOMO (alpha / beta) = -11.02 / -11.02 eV
LUMO (alpha / beta) = -0.17373 / -0.17370 hartree

Löwdin atomic charge list, values in e, 8 entries: C -0.1088; Sn 1.1539; N -0.1060; H -0.2249; H -0.0239; H 0.0406; H -0.0323; H 0.0388